Entry 1:
18
Properties=species:S:1:pos:R:3:mulliken_charge:R:1 method="wB97M-V/def2-TZVPD" relative_energy_kj_mol=77.67 gap_ev=10.777 total_charge=0 smiles="O=C(O)CCO.O.O" lumo_ev=0.24
O -1.950 2.233 -0.570 -0.566
C -1.130 1.570 0.005 0.456
O -0.278 2.026 0.935 -0.444
C -1.012 0.069 -0.205 -0.245
C -0.706 -0.615 1.128 -0.461
O -1.221 -1.970 0.896 -0.562
H 0.199 2.856 0.857 0.343
H -0.292 -0.231 -0.947 0.232
H -1.960 -0.291 -0.597 0.316
H -1.246 -0.191 1.969 0.344
H 0.325 -0.791 1.268 0.297
H -0.970 -2.577 1.599 0.292
O 2.075 2.021 -1.199 -0.613
H 1.473 2.772 -1.305 0.299
H 2.343 1.968 -2.128 0.312
O 1.267 -3.254 -0.729 -0.625
H 1.016 -2.771 0.064 0.307
H 2.066 -2.825 -1.041 0.317

=====

Entry 2:
62
Properties=species:S:1:pos:R:3:mulliken_charge:R:1 method="wB97M-V/def2-TZVPD" gap_ev=7.438 total_charge=+1 smiles="CCCc1c(CCCCCCOC(C)=O)c([PH2]=S)cc(B(O)OC)[n+]1OCC" lumo_ev=-4.35
C 3.204 1.488 3.106 -1.341
C 1.960 0.937 2.322 0.121
C 2.386 -0.403 1.662 -1.508
C 1.515 -0.895 0.515 0.573
C 0.358 -1.664 0.723 0.155
C -0.133 -2.019 2.135 -1.726
C -0.789 -0.740 2.777 0.144
C -2.296 -0.869 3.083 -1.417
C -3.232 -0.530 1.902 -0.560
C -2.840 0.743 1.111 0.234
C -4.096 1.459 0.567 -1.082
O -3.836 2.138 -0.661 -0.328
C -4.473 1.580 -1.737 0.736
C -3.612 1.420 -2.998 -0.688
O -5.634 1.255 -1.761 -0.533
C -0.388 -2.135 -0.382 0.918
P -1.914 -3.185 -0.321 0.084
S -3.214 -2.391 -1.549 -0.311
C 0.051 -1.816 -1.672 -0.509
C 1.188 -1.063 -1.824 -0.513
B 1.665 -0.771 -3.349 0.661
O 0.901 0.169 -4.037 -0.512
O 2.712 -1.444 -3.892 -0.475
C 3.853 -0.540 -4.089 -0.586
N 1.875 -0.628 -0.764 0.164
O 2.989 0.114 -1.050 -0.404
C 2.694 1.542 -1.144 -0.043
C 3.590 2.420 -0.237 -1.358
H 2.824 1.950 4.031 0.424
H 3.752 2.253 2.550 0.259
H 3.831 0.650 3.437 0.336
H 1.189 0.811 3.088 0.215
H 1.569 1.672 1.607 0.266
H 2.527 -1.191 2.415 0.584
H 3.391 -0.232 1.243 0.594
H -0.832 -2.858 2.128 0.751
H 0.730 -2.328 2.741 0.374
H -0.532 0.116 2.145 -0.148
H -0.275 -0.570 3.737 0.453
H -2.507 -1.858 3.524 0.387
H -2.521 -0.149 3.890 0.359
H -4.267 -0.395 2.260 0.631
H -3.270 -1.384 1.208 -0.027
H -2.240 0.424 0.235 -0.103
H -2.179 1.417 1.679 0.422
H -4.912 0.727 0.512 0.501
H -4.397 2.210 1.317 0.303
H -3.147 2.401 -3.191 0.340
H -2.870 0.631 -2.815 -0.020
H -4.244 1.213 -3.868 0.327
H -1.524 -4.420 -0.899 0.195
H -2.409 -3.343 0.987 0.173
H -0.513 -2.163 -2.540 0.580
H 0.062 -0.281 -4.234 0.301
H 4.578 -0.769 -3.299 0.203
H 3.515 0.505 -4.020 0.287
H 4.256 -0.764 -5.081 0.299
H 1.635 1.748 -0.940 0.288
H 2.890 1.842 -2.184 0.517
H 4.107 3.171 -0.850 0.415
H 2.947 2.961 0.465 0.330
H 4.351 1.829 0.285 0.286

=====

Entry 3:
56
Properties=species:S:1:pos:R:3:mulliken_charge:R:1 method="wB97M-V/def2-TZVPD" relative_energy_kj_mol=26.88 gap_ev=9.714 total_charge=0 smiles="CCCCNC(=O)O[C@H]1C[C@@H]2CCN3C(=O)CCC[C@H]([C@H]1CC)[C@H]23" lumo_ev=0.74
C -6.964 -2.175 0.234 -1.294
C -6.170 -0.983 0.755 -0.327
C -4.964 -0.679 -0.130 -0.386
C -4.164 0.512 0.400 -0.902
N -3.013 0.811 -0.420 -0.145
C -1.768 0.405 -0.086 0.713
O -1.451 -0.077 0.973 -0.668
O -0.911 0.653 -1.106 -0.611
C 0.458 0.314 -0.862 -0.165
C 1.165 0.284 -2.213 -1.543
C 2.624 -0.191 -2.099 0.185
C 2.774 -1.652 -2.523 -1.154
C 2.269 -2.392 -1.294 -0.683
N 2.666 -1.541 -0.176 0.032
C 2.945 -2.159 0.995 0.787
O 2.677 -3.336 1.156 -0.704
C 3.606 -1.343 2.083 -1.063
C 2.857 -0.064 2.446 -0.474
C 3.228 1.108 1.544 -1.551
C 2.658 1.035 0.123 0.404
C 1.139 1.304 0.095 -0.145
C 0.818 2.753 -0.304 -0.571
C 1.185 3.782 0.758 -1.536
C 3.107 -0.229 -0.636 -1.414
H -6.340 -3.065 0.205 0.329
H -7.818 -2.376 0.877 0.379
H -7.331 -1.981 -0.772 0.325
H -5.826 -1.192 1.770 0.328
H -6.818 -0.105 0.797 0.289
H -5.303 -0.465 -1.147 0.327
H -4.311 -1.553 -0.169 0.269
H -4.801 1.401 0.450 0.367
H -3.783 0.291 1.399 0.331
H -3.163 1.095 -1.375 0.257
H 0.465 -0.672 -0.388 0.667
H 0.607 -0.372 -2.883 0.507
H 1.120 1.287 -2.637 0.263
H 3.265 0.462 -2.695 0.613
H 2.212 -1.896 -3.421 0.443
H 3.826 -1.884 -2.698 0.396
H 2.713 -3.382 -1.161 0.554
H 1.182 -2.515 -1.316 0.264
H 3.671 -1.999 2.953 0.328
H 4.626 -1.102 1.767 0.364
H 1.782 -0.249 2.411 0.314
H 3.110 0.206 3.473 0.476
H 2.873 2.029 2.007 0.365
H 4.318 1.172 1.485 0.529
H 3.134 1.847 -0.442 0.447
H 0.714 1.133 1.088 0.977
H 1.334 3.005 -1.234 0.305
H -0.255 2.823 -0.494 0.382
H 0.816 4.763 0.466 0.453
H 2.262 3.854 0.884 0.326
H 0.736 3.520 1.714 0.354
H 4.210 -0.217 -0.628 0.691

=====

Entry 4:
21
Properties=species:S:1:pos:R:3:mulliken_charge:R:1 method="wB97M-V/def2-TZVPD" relative_energy_kj_mol=201.12 gap_ev="6.248 / 6.120" total_charge=-1 lumo_ev="4.03 / 3.99" spin_multiplicity=2
C -1.200 -0.166 0.875 -0.490
C -2.231 -1.268 1.099 -1.025
C 0.136 -0.547 1.106 0.152
N 1.186 0.412 0.851 -0.242
C 0.991 1.481 -0.092 -0.866
C 0.526 1.113 -1.519 -0.235
C 1.247 -0.087 -2.065 -1.125
O 0.508 -1.752 1.252 -0.700
H -1.521 0.864 1.006 0.194
H -0.543 -1.073 2.958 0.064
H -1.994 -1.752 2.047 0.274
H -2.390 -2.058 0.355 0.168
H -3.243 -0.786 1.182 0.288
H 2.006 -0.176 0.784 0.319
H 1.942 2.044 -0.086 0.423
H 0.254 2.144 0.376 0.283
H 0.491 2.000 -2.167 0.397
H -0.516 0.797 -1.406 0.239
H 2.357 0.048 -2.079 0.239
H 1.049 -0.931 -1.396 0.267
H 0.944 -0.307 -3.080 0.376

=====

Entry 5:
70
Properties=species:S:1:pos:R:3:mulliken_charge:R:1 method="wB97M-V/def2-TZVPD" relative_energy_kj_mol=4.58 gap_ev="6.490 / 6.534" total_charge=+1 lumo_ev="-4.13 / -4.11" spin_multiplicity=2
Ti -0.418 -0.245 -0.204 -0.475
C -3.633 0.517 -2.189 -1.026
C -3.819 1.174 -0.829 -0.864
S -3.065 0.329 0.576 0.299
C -4.027 -1.196 0.719 -0.973
C -3.689 -2.283 -0.294 -0.695
S -1.897 -2.547 -0.391 0.089
C -1.647 -2.836 -2.157 -0.522
C -2.222 -1.769 -3.081 -1.375
S -1.930 -0.057 -2.519 0.259
H -3.895 1.234 -2.967 0.598
H -4.305 -0.329 -2.302 0.522
H -4.881 1.310 -0.622 0.667
H -3.367 2.166 -0.807 0.356
H -5.086 -0.938 0.673 0.591
H -3.835 -1.543 1.736 0.452
H -4.080 -2.038 -1.277 0.219
H -4.152 -3.220 0.016 0.573
H -2.045 -3.815 -2.424 0.651
H -0.563 -2.875 -2.271 0.230
H -3.296 -1.877 -3.219 0.748
H -1.743 -1.860 -4.052 0.600
O 1.931 -3.551 6.431 -0.495
C 0.677 -3.135 6.284 0.164
O -0.209 -3.489 7.012 -0.543
C 0.412 -2.188 5.143 0.322
C 1.203 -1.061 4.954 -0.798
C 0.926 -0.182 3.919 -0.154
C -0.129 -0.455 3.057 -0.252
C -0.901 -1.596 3.222 0.429
C -0.649 -2.443 4.286 -1.344
N -0.385 0.399 1.943 0.980
C -0.455 1.655 2.148 -0.678
C -0.602 2.585 1.018 0.657
C -0.530 3.951 1.222 -0.972
C -0.568 4.793 0.119 -0.600
C -0.662 4.233 -1.143 -1.046
C -0.734 2.852 -1.263 -0.507
N -0.720 2.039 -0.210 0.685
H 2.478 -3.376 5.632 0.595
H 2.045 -0.878 5.608 0.414
H 1.558 0.680 3.743 0.559
H -1.690 -1.820 2.516 0.041
H -1.265 -3.317 4.452 0.491
H -0.382 2.071 3.151 0.610
H -0.431 4.342 2.226 0.549
H -0.510 5.865 0.243 0.452
H -0.673 4.848 -2.031 0.489
H -0.794 2.380 -2.236 0.640
N 0.749 -1.911 0.413 -0.174
C 1.765 -2.222 0.892 0.756
C 2.979 -2.611 1.395 -0.431
C 4.098 -2.494 0.524 0.038
N 5.006 -2.387 -0.177 -0.509
C 3.099 -2.958 2.756 0.178
N 3.130 -3.232 3.874 -0.567
C 3.095 -1.292 -4.798 -1.139
N 2.669 -0.735 -3.511 0.040
C 3.587 -0.136 -2.712 -0.041
C 3.272 0.393 -1.509 -1.196
C 1.919 0.245 -1.115 0.593
O 1.439 0.610 0.013 -0.308
N 1.010 -0.358 -1.897 0.653
C 1.335 -0.871 -3.120 0.123
O 0.517 -1.426 -3.840 -0.712
H 3.883 -2.025 -4.636 0.383
H 3.458 -0.496 -5.445 0.367
H 2.240 -1.772 -5.258 0.324
H 4.597 -0.121 -3.098 0.512
H 4.006 0.835 -0.856 0.502

=====

Entry 6:
19
Properties=species:S:1:pos:R:3:mulliken_charge:R:1 method="wB97M-V/def2-TZVPD" relative_energy_kj_mol=73.38 gap_ev=8.876 total_charge=0 smiles="CC(N)=O.CSSC" lumo_ev=0.69
C 1.999 0.417 -0.240 -0.628
C 2.040 1.126 1.060 0.391
N 3.287 1.337 1.684 -0.460
O 1.054 1.415 1.703 -0.514
H 2.899 0.584 -0.836 0.391
H 1.133 0.774 -0.797 0.082
H 1.867 -0.662 -0.143 0.318
H 4.131 1.257 1.146 0.205
H 3.358 0.983 2.623 0.229
C -0.755 -0.410 -2.715 -0.748
S -1.814 0.073 -1.328 -0.080
S -1.617 -1.517 -0.024 -0.099
C -1.010 -0.702 1.498 -0.686
H 0.280 -0.570 -2.414 0.205
H -1.163 -1.302 -3.180 0.326
H -0.722 0.457 -3.378 0.299
H -1.325 0.330 1.558 0.297
H -1.505 -1.273 2.287 0.359
H 0.066 -0.804 1.539 0.113

=====

Entry 7:
15
Properties=species:S:1:pos:R:3:mulliken_charge:R:1 method="wB97M-V/def2-TZVPD" relative_energy_kj_mol=451.05 gap_ev="7.294 / 8.765" total_charge=0 lumo_ev="-0.59 / 0.42"
C -0.553 1.059 1.150 -0.367
C 1.550 0.423 1.380 -0.536
C -1.004 0.187 0.108 0.599
C -0.041 -0.293 -0.940 0.379
C 0.034 -1.567 -1.314 -0.953
O 0.709 1.429 1.417 -0.322
O 0.815 0.636 -1.476 -0.526
N -2.258 -0.104 0.087 -0.737
H 0.526 1.524 -1.231 0.394
H -1.288 1.525 1.792 0.465
H -2.507 -0.646 -0.738 0.287
H 2.597 0.635 1.232 0.297
H 1.301 -0.619 1.477 0.423
H -0.595 -2.311 -0.853 0.297
H 0.714 -1.879 -2.091 0.300

=====

Entry 8:
13
Properties=species:S:1:pos:R:3:mulliken_charge:R:1 method="wB97M-V/def2-TZVPD" gap_ev=10.595 total_charge=0 lumo_ev=0.80
C 0.664 -0.767 1.777 -0.902
C 0.044 -0.277 -0.422 -0.383
C -0.928 0.886 -1.695 0.492
N -0.097 0.103 0.888 -0.214
F -0.532 2.140 -1.472 -0.198
F -0.571 0.529 -2.918 -0.179
Cl 1.713 -0.126 -1.129 -0.206
Cl -2.647 0.704 -1.420 -0.129
H 0.403 -1.805 1.557 0.329
H 1.748 -0.652 1.637 0.334
H 0.400 -0.550 2.811 0.308
H -0.336 -1.266 -0.657 0.458
H 0.140 1.080 1.043 0.291

=====

no.,energy (Eh)
1,-496.486116
2,-1939.472048
3,-1078.491223
4,-366.296833
5,-3811.427505
6,-1085.376533
7,-399.793767
8,-1292.141904